A 6-piece molecular cluster, H13NO5 overall. Source: the OMol25 dataset; level of theory: ωB97M-V/def2-TZVPD.

Its multiplicity is 2. The value obtained for the lowest unoccupied orbital energy (alpha / beta) is 3.5 / 3.4 eV. The HOMO energy (alpha / beta) comes out at 0.842 / -7.076 eV. As for the energy above the lowest of the compared OMol25 structures with the same formula, charge and spin: 7.6 kcal per mole. As for the charge: -1.

The geometry in XYZ format:
```
19
Properties=species:S:1:pos:R:3:forces:R:3
N 1.522160 0.955344 -0.844651 1.48 -0.47 -0.42
H 0.992232 0.521988 -1.591834 -0.77 0.59 0.17
H 2.421383 1.148031 -1.277241 0.09 0.12 0.09
H 1.172660 1.840054 -0.494211 -0.79 -0.20 -0.21
H -1.940970 -0.990110 0.931563 -0.02 -0.01 0.19
H -0.518259 -0.667321 0.448604 0.58 0.00 0.25
O -1.423314 -0.772298 0.152826 -0.58 -0.01 -0.44
H -0.227525 -4.569725 1.365122 -0.27 -0.12 0.10
H 0.591387 -3.354049 0.973331 0.12 -0.35 -0.37
O 0.482438 -4.307605 0.780505 0.25 0.61 0.19
H 1.850576 -0.668503 0.127120 -0.38 0.46 0.85
H 1.861028 -0.874174 1.708109 0.36 0.55 0.25
O 1.530589 -1.213842 0.885144 -0.33 -1.14 -0.65
H -0.621177 2.205673 1.440626 -0.19 -0.24 0.03
H -1.337739 2.693376 0.151440 0.42 -0.32 -0.03
O -0.568146 2.850867 0.732847 0.05 0.57 0.05
H -2.354618 1.121848 -1.521040 0.00 -0.05 -0.16
H -1.763156 2.273641 -2.402073 -0.33 0.06 -0.35
O -1.669543 1.806812 -1.566192 0.31 -0.04 0.46
```
Positions in Å, forces in eV/Å.